Entry w
Density functional theory data (ωB97M-V with the def2-TZVPD basis set) for a 2-piece molecular cluster, C3H3Br2F overall.

Last column: natural (NBO) charge in e.
Atoms and positions in Å:
C 0.0968 -0.7894 0.1230  -0.44
C 0.3171 0.4678 0.2676  0.24
C -0.2555 1.7815 0.3978  0.08
F -0.4537 2.1541 1.6748  -0.31
Br 2.9456 1.4696 -0.2096  -0.31
Br -2.0785 1.7695 -0.5011  -0.03
H 0.8729 -1.5283 0.0325  0.27
H -0.9234 -1.1691 0.0761  0.27
H 0.2943 2.5702 -0.1218  0.25

Results
Charge: 0
E_HOMO (alpha / beta): -10.129 / -9.863 eV

=====

Entry x
Density functional theory data (ωB97M-V with the def2-TZVPD basis set) for C3H3Br2F as an isolated structure.

Last column: natural (NBO) charge in e.
Atoms and positions in Å:
C -1.0061 -0.1245 -0.5267  -0.49
C -0.7823 0.3768 0.7005  0.25
C 1.5490 -0.4254 -0.9126  -0.29
F -1.2671 1.5896 1.0566  -0.34
Br 2.2072 1.1613 -0.3663  0.16
Br 1.9659 -1.8724 0.2687  0.05
H -0.7903 -1.1391 -0.5614  0.23
H -1.6610 0.4778 -1.2080  0.24
H -0.2152 -0.0441 1.5493  0.18

Results
Charge: 0
E_HOMO: -8.940 eV

=====

How far above the most stable structure does each one sit? In hartree: entry w 0.0000; entry x 0.0437.

=====

Entry w
Density functional theory data (ωB97M-V with the def2-TZVPD basis set) for a 2-piece molecular cluster, C5H11S overall.

Last column: natural (NBO) charge in e.
Atoms and positions in Å:
C -1.0695 1.1204 -0.2313  -0.69
C -0.2642 0.8113 1.0014  0.09
C -0.7130 -0.0562 1.9188  -0.48
C 1.1245 1.3884 1.0824  -0.67
H -1.0880 2.2162 -0.3397  0.18
H -2.0890 0.7597 -0.1198  0.19
H -0.5498 0.6588 -1.1147  0.29
H -0.0210 -0.3204 2.7133  0.18
H -1.6826 -0.5257 1.8296  0.18
H 1.6341 0.9646 1.9528  0.20
H 1.0503 2.4772 0.9843  0.19
H 1.7377 1.0606 0.2402  0.27
C 0.3238 -2.2166 -1.9712  -0.74
S 1.2606 -0.6721 -1.9195  -0.71
H -0.7570 -2.0250 -1.9720  0.17
H 0.5109 -2.7474 -2.9078  0.17
H 0.5921 -2.8936 -1.1467  0.17

Results
Charge: -1
E_HOMO: -2.232 eV

=====

Entry x
Density functional theory data (ωB97M-V with the def2-TZVPD basis set) for a 2-piece molecular cluster, C5H11S overall.

Last column: natural (NBO) charge in e.
Atoms and positions in Å:
C -3.0123 0.2589 -0.1302  -0.62
C -2.5873 -0.2959 1.2254  -0.52
S -0.7836 -0.5142 1.3496  -0.74
H -2.7314 -0.4601 -0.9046  0.20
H -2.4475 1.1685 -0.3436  0.20
H -4.0884 0.4476 -0.2266  0.17
H -3.0946 -1.2573 1.3806  0.16
H -2.9398 0.3444 2.0407  0.17
C 2.2923 1.0506 -0.0035  -0.67
C 2.7422 -0.0450 -0.9198  -0.18
C 2.3418 -1.3041 -0.8321  -0.41
H 1.9581 1.9280 -0.5632  0.20
H 1.4778 0.7045 0.6353  0.27
H 3.1209 1.3829 0.6327  0.19
H 3.4499 0.2222 -1.7054  0.16
H 2.7134 -2.0424 -1.5327  0.17
H 1.5886 -1.5887 -0.1024  0.23

Results
Charge: -1
E_HOMO: -2.348 eV

=====

How far above the most stable structure does each one sit? In hartree: entry w 0.0034; entry x 0.0000.

=====

Entry w
Density functional theory data (ωB97M-V with the def2-TZVPD basis set) for C3H5FINO as an isolated structure.

Last column: natural (NBO) charge in e.
Atoms and positions in Å:
C -0.1373 -0.4650 -0.0746  0.11
C 2.0448 -0.1515 -0.8908  -0.46
C -1.6160 0.5310 0.4628  -0.07
N 0.7461 0.3107 -0.4418  -0.42
O -2.0834 0.2019 1.6860  -0.20
F -1.2191 0.5116 2.8112  -0.16
I -3.1327 -0.3626 -0.7082  0.17
H -0.0977 -1.5713 -0.0421  0.18
H 2.4507 0.5157 -1.6526  0.21
H 2.0521 -1.1577 -1.4851  0.19
H 2.5603 0.0113 0.0940  0.23
H -1.5679 1.6256 0.2412  0.22

Results
Charge: 0
E_HOMO: -9.371 eV

=====

Entry x
Density functional theory data (ωB97M-V with the def2-TZVPD basis set) for one molecule with the formula C3H5FINO.

Last column: natural (NBO) charge in e.
Atoms and positions in Å:
C 0.3296 -0.5307 -0.0278  0.08
C -0.0634 0.3324 2.1921  -0.45
C 0.1112 0.1533 -1.5197  -0.06
N -0.1109 0.3304 0.7805  -0.39
O -0.2624 -0.5980 -2.6273  -0.20
F -1.6798 -1.0051 -2.4998  -0.20
I 1.8868 0.6847 -2.4670  0.18
H 0.6221 -1.6195 -0.1575  0.20
H 0.3226 1.3765 2.4511  0.22
H 0.3861 -0.4542 2.7456  0.19
H -1.0809 0.3085 2.5969  0.22
H -0.4610 1.0217 -1.4672  0.21

Results
Charge: 0
E_HOMO: -9.821 eV

=====

How far above the most stable structure does each one sit? In hartree: entry w 0.0212; entry x 0.0000.

=====

Entry w
Density functional theory data (ωB97M-V with the def2-TZVPD basis set) for one molecule with the formula C2H5BO.

Last column: natural (NBO) charge in e.
Atoms and positions in Å:
B -1.4044 -1.3170 -0.0140  0.67
C -0.1380 -0.4346 0.6657  -0.08
C 0.5145 0.4713 -0.3453  -0.71
O -0.6043 -2.0476 -0.6403  -0.72
H 0.4431 -1.1621 1.3499  0.22
H -2.5594 -1.0955 -0.0024  -0.09
H -0.0202 0.5777 -1.3350  0.25
H 0.5947 1.4494 0.1170  0.25
H 1.5686 0.2470 -0.6967  0.23

Results
Charge: 0
E_HOMO (alpha / beta): -9.624 / -9.624 eV

=====

Entry x
Density functional theory data (ωB97M-V with the def2-TZVPD basis set) for one molecule with the formula C2H5BO.

Last column: natural (NBO) charge in e.
Atoms and positions in Å:
B 0.4624 0.2964 -0.0176  -0.46
C 1.9147 -0.2465 0.0769  0.76
C -1.3133 -0.3774 0.0590  -0.76
O 3.0223 -0.0199 0.0601  -0.38
H 0.4241 0.8195 -1.1191  0.09
H 0.2292 1.1238 0.8283  0.10
H -2.1866 0.4038 0.1287  0.23
H -1.3059 -0.9668 -0.9540  0.21
H -1.2468 -1.0329 0.9377  0.21

Results
Charge: 0
E_HOMO: -9.175 eV

=====

How far above the most stable structure does each one sit? In hartree: entry w 0.0000; entry x 0.0089.

=====

Entry w
Density functional theory data (ωB97M-V with the def2-TZVPD basis set) for one molecule with the formula C14H16N2O3.

Last column: natural (NBO) charge in e.
Atoms and positions in Å:
C -1.0983 3.8085 -2.2263  -0.72
C -0.8951 2.3714 -1.8265  0.61
O -1.2064 1.4560 -2.5623  -0.56
C -0.3399 2.1360 -0.4732  -0.26
C -0.7614 2.8961 0.6144  -0.15
C -0.3447 2.5890 1.8947  -0.25
C 0.5235 1.5292 2.0972  -0.14
C 0.9869 0.7878 1.0274  -0.31
C 0.5576 1.0720 -0.2641  0.44
O 1.0450 0.4590 -1.3839  -0.52
C 1.2842 -0.9278 -1.3551  -0.10
C -0.0455 -1.7257 -1.5331  0.07
O -1.1649 -0.9714 -1.1766  -0.75
C -0.0510 -3.0001 -0.6652  -0.22
N 0.1782 -2.7130 0.7221  -0.36
C 1.3119 -2.9918 1.4361  -0.12
C 1.1058 -2.4825 2.6853  -0.10
N -0.1172 -1.8941 2.7493  -0.47
C -0.6444 -2.0456 1.5662  0.18
H -0.2844 4.4323 -1.8677  0.23
H -2.0299 4.1674 -1.7908  0.24
H -1.1822 3.8769 -3.3080  0.24
H -1.4561 3.7070 0.4581  0.21
H -0.6997 3.1685 2.7326  0.22
H 0.8472 1.2728 3.0937  0.22
H 1.6852 -0.0127 1.2142  0.23
H 1.9528 -1.1252 -2.1958  0.20
H 1.7869 -1.2256 -0.4305  0.18
H -0.1266 -2.0400 -2.5870  0.17
H -1.2029 -0.1699 -1.7413  0.51
H -1.0326 -3.4695 -0.7786  0.23
H 0.7219 -3.6871 -1.0171  0.21
H 2.1353 -3.5291 1.0097  0.22
H 1.7557 -2.5030 3.5373  0.21
H -1.6052 -1.6826 1.2648  0.22

Results
Charge: 0
E_HOMO: -8.658 eV
Structure (SMILES): CC(=O)c1ccccc1OC[C@H](O)Cn1ccnc1

=====

Entry x
Density functional theory data (ωB97M-V with the def2-TZVPD basis set) for one molecule with the formula C14H16N2O3.

Last column: natural (NBO) charge in e.
Atoms and positions in Å:
C 0.6725 2.6590 -5.8314  -0.64
C 1.7490 3.2813 -4.9456  -0.06
O 1.3131 3.4883 -3.6192  -0.50
C 1.2218 2.4314 -2.7608  0.27
C 0.6884 2.7218 -1.5039  -0.23
C 0.5593 1.7489 -0.5376  -0.22
C 0.9659 0.4437 -0.8050  0.13
N 0.8491 -0.5992 0.1219  -0.61
C 0.4646 -0.5292 1.4384  0.79
O 0.1296 0.4806 2.0158  -0.65
N 0.5487 -1.7475 2.0744  -0.63
C -0.0248 -1.8993 3.4006  -0.27
C -1.4562 -2.3256 3.3504  0.25
C -2.5956 -1.6157 3.1106  -0.30
C -3.6570 -2.5533 3.1282  -0.31
C -3.0838 -3.7615 3.3730  0.08
O -1.7515 -3.6375 3.5040  -0.40
C 1.4986 0.1518 -2.0550  -0.24
C 1.6279 1.1290 -3.0264  -0.25
H 1.0412 2.5701 -6.8498  0.21
H -0.2137 3.2884 -5.8291  0.22
H 0.3927 1.6731 -5.4683  0.21
H 1.9919 4.2838 -5.3097  0.19
H 2.6660 2.6786 -4.9644  0.17
H 0.3787 3.7352 -1.3046  0.22
H 0.1501 1.9893 0.4285  0.26
H 1.1726 -1.4937 -0.2176  0.39
H 0.5835 -2.5861 1.5152  0.38
H 0.5614 -2.6367 3.9541  0.22
H 0.0519 -0.9203 3.8788  0.26
H -2.6585 -0.5602 2.9451  0.24
H -4.6981 -2.3515 2.9813  0.23
H -3.4964 -4.7454 3.4760  0.20
H 1.8202 -0.8564 -2.2797  0.20
H 2.0522 0.8532 -3.9790  0.21

Results
Charge: 0
E_HOMO: -7.742 eV
Structure (SMILES): CCOc1ccc(NC(=O)NCc2ccco2)cc1

=====

How far above the most stable structure does each one sit? In hartree: entry w 0.0107; entry x 0.0000.